Record 1
196
Properties=species:S:1:pos:R:3:forces:R:3 method="wB97M-V/def2-TZVPD" gap_ha=0.2949 smiles=CC1(C)CCCC(C)(C)N1O.CC1(C)CCCC(C)(C)N1O.CC1(C)CCCC(C)(C)N1O.CC1(C)CCCC(C)(C)N1O.OCCO.OCCO.OCCO.OCCO.OCCO.OCCO.OCCO.CO e_homo_ha=-0.2824 largest_force_ev_per_a=6.5 mol_weight_g_mol=1095.55
C -15.518 -3.763 24.351 0.4 -1.3 1.0
C -15.561 -3.766 22.878 -1.1 0.8 -0.9
O -14.256 -3.733 22.383 0.5 0.1 -0.1
O -16.790 -3.565 24.948 0.2 0.5 -0.3
H -14.739 -3.078 24.683 -0.2 0.3 0.1
H -15.179 -4.765 24.615 0.3 -0.2 0.4
H -16.072 -2.875 22.513 -0.3 0.1 0.0
H -16.073 -4.634 22.461 -0.3 -0.2 0.2
H -14.327 -3.282 21.538 0.4 0.1 -0.4
H -16.616 -3.259 25.841 -0.2 0.0 0.1
C -10.520 -9.026 13.847 0.9 -0.1 -0.9
C -9.115 -8.783 14.483 -1.8 1.0 0.1
O -9.325 -7.786 15.451 0.0 1.0 1.9
O -10.913 -7.916 12.998 0.3 -1.0 0.6
H -11.258 -9.270 14.611 0.0 0.5 0.4
H -10.540 -9.911 13.210 0.3 0.1 -0.3
H -8.385 -8.360 13.794 0.1 -0.9 -0.5
H -8.779 -9.597 15.125 0.2 -0.4 -0.8
H -9.446 -6.882 15.153 0.2 -0.2 -0.6
H -11.130 -7.153 13.539 -0.1 0.1 0.2
C -17.596 -7.752 17.374 0.8 -1.5 0.2
C -18.111 -9.228 17.397 1.2 0.7 0.0
O -17.475 -10.030 18.381 -1.0 0.2 1.5
O -16.363 -7.638 16.627 -1.4 1.1 -0.1
H -17.409 -7.386 18.384 0.0 -0.4 0.5
H -18.424 -7.109 17.076 0.5 0.2 -1.1
H -17.882 -9.777 16.484 -0.5 0.8 -0.7
H -19.187 -9.165 17.558 0.0 -0.6 0.3
H -16.593 -10.305 18.119 0.1 0.3 -0.5
H -15.790 -8.371 16.860 -0.1 -0.4 0.0
C -14.450 -4.764 14.844 0.5 1.8 1.9
C -13.051 -4.190 15.203 -0.6 -0.8 -1.6
O -12.149 -4.366 14.070 -0.2 -0.3 1.1
O -14.998 -3.874 13.863 0.2 -1.3 -0.6
H -15.097 -4.625 15.709 0.1 -0.3 0.5
H -14.483 -5.835 14.645 0.3 0.1 -0.7
H -12.662 -4.686 16.093 0.2 0.0 -0.2
H -13.146 -3.116 15.362 -0.2 0.0 0.3
H -12.721 -4.382 13.299 0.0 0.2 -0.2
H -15.615 -4.456 13.412 -0.4 0.5 -0.5
C -10.867 -3.342 22.272 2.8 -0.3 2.0
C -9.464 -3.955 22.720 -0.6 -0.2 -0.7
O -8.414 -3.137 22.281 0.4 0.8 -0.7
O -11.796 -3.815 23.264 1.2 0.2 -1.1
H -11.000 -3.577 21.216 -0.8 -0.4 0.2
H -10.684 -2.271 22.349 -0.5 0.2 0.1
H -9.323 -4.927 22.245 -0.3 -0.3 0.2
H -9.295 -4.058 23.792 -1.1 -0.1 0.3
H -7.615 -3.637 22.463 0.2 0.2 -0.1
H -12.691 -3.693 22.940 -1.0 0.0 -0.2
C -15.649 -11.385 15.911 0.3 -0.5 -2.5
C -14.604 -11.718 14.794 0.1 -0.8 0.3
O -13.540 -12.512 15.325 0.0 0.2 0.8
O -15.320 -10.226 16.604 0.6 0.2 0.6
H -15.755 -12.230 16.591 -0.2 -0.2 -0.1
H -16.562 -11.155 15.362 -0.3 -0.3 0.2
H -14.202 -10.815 14.334 -0.2 0.4 0.2
H -15.016 -12.328 13.991 -0.8 0.2 0.0
H -12.922 -12.759 14.633 -0.1 0.1 -0.1
H -14.569 -10.546 17.109 0.8 0.4 0.9
C -12.268 -6.479 25.546 1.4 1.2 -0.9
C -10.930 -6.788 24.850 -1.3 -2.3 0.9
O -10.925 -6.485 23.492 0.1 0.4 -0.6
O -12.280 -5.063 25.717 -0.9 -0.1 1.2
H -12.334 -6.992 26.505 0.1 0.3 0.1
H -13.100 -6.813 24.927 -0.1 -0.1 -0.2
H -10.909 -7.878 24.863 0.8 -0.2 0.3
H -10.107 -6.330 25.397 0.1 0.0 0.1
H -11.262 -5.589 23.428 -0.1 0.6 -0.6
H -12.012 -4.614 24.911 0.0 0.1 -0.3
C -13.371 -12.564 19.249 1.3 -0.4 1.9
O -13.452 -11.387 18.505 -1.1 0.5 -1.5
H -13.969 -13.433 18.976 -0.3 0.6 -0.8
H -12.328 -12.880 19.281 0.1 -0.3 -0.1
H -13.599 -12.354 20.294 -0.3 -0.1 0.2
H -13.049 -10.651 18.972 0.2 0.0 0.4
C -20.248 -8.125 23.126 0.9 -0.3 -0.8
C -18.836 -8.057 22.455 1.9 -1.4 1.3
C -17.753 -7.660 23.506 -1.1 0.9 1.4
C -17.420 -8.677 24.624 -0.2 0.6 -1.0
C -16.983 -9.924 23.974 0.4 -0.2 0.3
C -17.938 -10.470 22.937 0.5 -1.2 0.5
N -18.311 -9.425 21.970 2.1 3.8 4.9
O -19.036 -9.884 20.998 -2.3 -1.6 -3.9
C -17.111 -11.471 22.154 0.2 -0.3 -1.3
C -19.112 -11.219 23.630 -0.6 1.2 0.5
C -18.794 -6.978 21.327 -0.2 -0.7 0.6
H -20.623 -7.103 23.176 -0.4 -0.2 0.1
H -20.239 -8.586 24.114 0.3 0.4 0.1
H -20.862 -8.806 22.537 -0.3 0.4 -0.3
H -16.850 -7.281 23.027 0.1 -0.3 -0.2
H -18.164 -6.814 24.057 0.0 0.6 -0.2
H -18.251 -8.915 25.288 -0.1 0.6 0.1
H -16.533 -8.385 25.187 -0.4 0.7 0.4
H -16.830 -10.615 24.803 0.2 -0.7 -0.4
H -16.010 -9.689 23.544 0.0 -0.4 -0.4
H -16.347 -10.967 21.563 0.0 0.5 -0.1
H -16.502 -12.173 22.724 -0.7 -0.2 0.4
H -17.765 -11.952 21.426 0.2 -0.5 0.1
H -19.617 -10.495 24.269 -0.4 0.2 -0.2
H -19.857 -11.621 22.944 0.2 0.0 -0.1
H -18.873 -11.963 24.391 0.7 -0.4 -0.5
H -17.814 -6.557 21.106 0.4 -0.6 0.1
H -19.332 -6.110 21.707 -0.5 -0.1 -0.3
H -19.214 -7.390 20.409 -0.3 0.3 0.0
H -18.393 -9.735 20.300 -0.5 -0.7 -1.4
C -16.320 -3.566 19.196 1.4 -0.3 0.6
C -16.002 -2.066 19.148 -1.3 0.9 -0.6
C -17.295 -1.381 19.651 0.1 2.2 0.1
C -17.128 0.185 19.895 0.7 -2.4 1.4
C -16.112 0.385 21.056 0.2 -0.3 -1.3
C -14.719 -0.290 20.687 -1.6 0.9 0.1
N -14.964 -1.671 20.159 -2.2 -0.5 0.6
O -13.809 -2.409 19.932 0.7 0.6 -0.5
C -13.996 0.637 19.697 0.4 0.0 -0.6
C -13.950 -0.422 21.974 1.2 0.2 1.8
C -15.629 -1.696 17.636 0.0 0.6 1.9
H -17.244 -3.842 18.689 0.1 0.3 -0.1
H -16.368 -3.903 20.232 -0.3 0.1 0.1
H -15.483 -4.136 18.793 -0.1 -0.1 -0.4
H -18.181 -1.484 19.025 0.3 -0.4 -0.5
H -17.590 -1.801 20.612 0.2 -0.2 0.1
H -18.097 0.528 20.257 0.0 0.5 -0.6
H -16.712 0.643 18.998 -0.6 0.3 0.0
H -16.446 0.066 22.044 -0.3 -0.6 -0.2
H -16.029 1.465 21.180 0.7 0.1 -0.1
H -13.834 1.672 19.997 0.3 -0.2 0.9
H -13.037 0.185 19.444 0.3 0.2 -0.1
H -14.505 0.850 18.757 -0.4 -0.7 -0.1
H -12.959 -0.872 21.919 0.0 -0.1 -0.5
H -13.772 0.500 22.528 0.1 0.9 -0.9
H -14.404 -0.904 22.840 -0.8 -0.9 -0.6
H -15.419 -0.627 17.606 0.0 0.0 -0.2
H -16.432 -1.895 16.926 0.1 -0.3 0.2
H -14.708 -2.211 17.363 -0.1 -0.2 -0.2
H -13.489 -1.979 19.136 1.0 -0.4 -0.4
C -8.920 -10.686 22.981 -0.3 -0.1 -0.2
C -9.907 -11.633 23.657 -0.9 -0.3 0.8
C -9.857 -11.345 25.172 0.0 1.2 1.2
C -10.937 -11.906 26.129 -0.1 0.2 -2.9
C -12.328 -11.669 25.450 0.3 0.1 0.4
C -12.452 -11.973 23.920 0.6 0.7 -0.4
N -11.297 -11.451 23.138 1.4 1.2 4.0
O -11.355 -11.605 21.786 -0.5 -0.6 -1.1
C -12.643 -13.455 23.815 -0.2 -0.9 0.2
C -13.672 -11.233 23.354 0.1 -0.6 0.6
C -9.414 -13.055 23.401 0.2 -1.1 0.3
H -8.051 -10.564 23.627 0.3 -0.5 -0.2
H -9.253 -9.661 22.816 -0.6 -0.2 -0.1
H -8.708 -11.198 22.043 0.6 0.6 -0.2
H -8.883 -11.622 25.576 0.3 -0.5 -0.3
H -9.812 -10.270 25.344 -0.3 0.4 -0.4
H -10.894 -11.469 27.127 0.1 -0.1 -0.1
H -10.681 -12.965 26.127 -0.6 -0.3 0.6
H -12.760 -10.680 25.605 0.7 0.5 0.2
H -13.006 -12.288 26.038 -0.4 -0.4 -0.5
H -12.571 -13.844 22.800 0.1 0.0 0.0
H -11.939 -13.941 24.491 0.2 -0.3 -0.4
H -13.621 -13.703 24.227 -0.2 -0.1 -0.2
H -14.503 -11.714 23.869 -0.5 0.4 -0.3
H -13.665 -10.161 23.551 0.2 -0.1 0.2
H -13.745 -11.362 22.274 -0.2 -0.2 0.1
H -9.920 -13.503 22.546 0.3 0.1 -0.3
H -9.580 -13.755 24.221 -0.5 0.1 0.3
H -8.332 -13.145 23.303 0.1 0.4 -0.4
H -11.717 -10.748 21.552 0.2 0.5 -0.7
C -9.849 -8.960 19.423 -1.3 0.9 0.2
C -11.001 -7.818 19.395 0.6 -0.9 -1.4
C -11.660 -7.871 17.981 0.0 -0.4 0.3
C -12.988 -7.183 17.871 -1.5 0.3 0.9
C -13.998 -7.552 18.980 1.5 -1.0 0.4
C -13.384 -7.552 20.482 -1.3 -0.2 -2.3
N -12.042 -8.249 20.367 -1.9 -0.3 -1.8
O -11.533 -8.551 21.606 0.3 0.1 0.5
C -13.429 -6.137 21.044 0.5 -0.4 0.7
C -14.416 -8.421 21.299 0.8 0.8 -0.7
C -10.498 -6.382 19.597 0.2 0.2 1.2
H -9.471 -9.170 20.424 0.2 0.5 0.0
H -9.045 -8.755 18.716 0.0 0.3 0.1
H -10.291 -9.912 19.128 -0.3 0.0 -0.2
H -11.084 -7.432 17.166 0.8 -0.2 0.4
H -11.787 -8.921 17.721 -0.1 -0.2 0.0
H -13.477 -7.507 16.952 0.1 0.3 -0.4
H -12.897 -6.097 17.836 0.2 0.2 -0.1
H -14.244 -8.588 18.751 -0.1 -0.5 0.3
H -14.954 -7.057 18.807 0.1 0.6 0.6
H -14.456 -5.782 21.118 0.0 -0.3 0.0
H -13.030 -6.253 22.052 -0.1 0.5 0.3
H -12.866 -5.348 20.546 0.1 -0.3 -0.3
H -15.410 -8.047 21.056 -0.1 -0.2 -0.3
H -14.309 -9.451 20.959 -0.2 -0.1 0.3
H -14.386 -8.313 22.383 0.6 -0.2 0.0
H -11.205 -5.624 19.260 -0.2 -0.2 -0.2
H -9.528 -6.086 19.197 0.1 -0.6 -0.3
H -10.406 -6.226 20.672 0.1 0.2 0.3
H -11.211 -7.700 21.909 0.4 0.2 1.3

=====

Record 2
13
Properties=species:S:1:pos:R:3:forces:R:3 method="wB97M-V/def2-TZVPD" gap_ha=0.3728 smiles=F[C@H]1C[C@H](S)C1 e_homo_ha=-0.3395 largest_force_ev_per_a=2.6 mol_weight_g_mol=106.16
C -0.881 -0.446 0.260 -0.8 -0.6 -0.3
C 0.075 -0.673 -0.946 1.4 -1.3 1.7
C 0.961 0.372 -0.274 -2.0 1.1 0.2
C 0.299 0.071 1.077 0.7 -0.2 0.3
H -1.306 1.776 -0.403 -0.3 0.0 0.0
H -1.400 -1.338 0.624 0.0 0.3 0.0
H -0.174 -0.607 -1.974 -0.6 0.4 -0.8
H 0.624 -1.655 -0.797 -0.8 0.9 -0.1
H 0.633 1.376 -0.582 0.8 0.0 -0.3
H 0.930 -0.721 1.485 -0.4 -0.3 0.2
H 0.126 0.817 1.870 0.1 -0.1 -0.6
F 2.279 0.199 -0.345 1.7 0.1 -0.2
S -2.167 0.827 0.005 0.2 -0.2 -0.1

=====

Record 3
55
Properties=species:S:1:pos:R:3:forces:R:3 method="wB97M-V/def2-TZVPD" gap_ha=0.2401 e_homo_ha=-0.2487 largest_force_ev_per_a=2.5 mol_weight_g_mol=399.15
C -0.803 -2.509 -3.856 0.2 -0.1 0.2
C 0.457 -2.190 -3.344 0.1 0.5 0.5
C 0.582 -1.429 -2.153 0.0 -1.0 -1.6
C -0.563 -1.003 -1.500 -0.1 1.1 2.2
C -1.811 -1.299 -2.008 -0.1 -0.9 -1.3
C -1.939 -2.088 -3.173 -0.3 0.5 0.2
C 1.970 -1.117 -1.636 0.4 -0.1 0.2
C 2.405 0.371 -1.653 -0.2 0.1 -0.2
N 1.340 1.322 -1.274 -0.1 0.2 0.9
Sr 0.079 0.097 0.942 -0.1 -0.1 -1.3
C -3.074 -0.819 -1.332 -0.8 0.2 0.2
P -2.890 0.818 -0.503 2.4 -0.7 0.4
H 1.364 -2.529 -3.847 -0.2 0.0 0.0
H -2.941 -2.327 -3.546 0.3 0.0 0.0
H -0.892 -3.104 -4.767 0.0 0.2 0.3
H -3.422 -1.524 -0.560 0.1 0.2 -0.1
H -3.897 -0.697 -2.058 0.2 -0.1 0.1
H 2.107 -1.507 -0.605 -0.2 0.3 -0.5
H 2.705 -1.644 -2.262 -0.1 0.0 0.2
H 3.240 0.503 -0.946 -0.2 -0.1 -0.3
C -4.373 1.294 0.399 -0.4 0.0 0.1
C -2.949 1.861 -2.016 -0.7 0.4 -0.5
H 2.753 0.640 -2.668 0.1 -0.1 0.3
C 0.617 1.846 -2.439 0.2 -0.1 0.2
C 1.816 2.417 -0.414 0.1 -0.1 -0.4
H -2.264 0.171 0.674 -1.1 -1.8 1.1
H 1.313 2.404 -3.095 -0.2 -0.1 0.1
H 0.174 1.012 -2.997 0.1 0.3 0.1
H -0.186 2.516 -2.098 0.2 -0.2 -0.1
H 2.458 3.120 -0.980 -0.1 0.0 0.3
H 0.956 2.984 -0.010 0.3 -0.1 -0.2
H 2.409 2.012 0.425 -0.2 0.1 -0.3
H -3.973 1.840 -2.411 0.2 0.1 -0.2
H -2.684 2.902 -1.788 -0.1 -0.2 0.0
H -2.271 1.487 -2.795 -0.1 0.0 0.3
H -5.212 1.372 -0.305 0.2 0.1 0.2
H -4.603 0.533 1.157 0.1 0.3 -0.3
H -4.204 2.257 0.896 -0.1 -0.2 -0.2
H -1.684 1.504 -0.028 0.0 1.6 -1.2
C 0.193 -1.682 3.956 -0.2 -0.1 0.3
Si 1.778 -0.728 3.603 1.0 -0.6 -1.4
C 1.396 1.099 3.898 0.0 0.3 0.4
C 3.084 -1.266 4.826 0.0 0.1 0.6
C 2.251 -0.984 1.834 -0.1 0.0 0.3
H 0.065 -1.741 5.048 -0.2 0.0 -0.3
H 0.271 -2.710 3.576 -0.1 0.2 0.1
H -0.729 -1.230 3.549 0.2 -0.1 0.1
H 1.264 1.235 4.982 -0.1 0.1 -0.3
H 2.242 1.731 3.591 -0.2 -0.1 0.0
H 0.478 1.488 3.420 0.2 -0.1 0.1
H 3.341 -2.324 4.684 -0.1 0.2 0.0
H 4.007 -0.683 4.702 -0.2 -0.1 0.0
H 2.742 -1.139 5.862 0.2 0.0 0.0
H 2.299 -2.041 1.507 -0.1 0.3 0.3
H 3.209 -0.522 1.532 -0.3 0.0 0.2